Entry 1:
DFT (ωB97M-V with the def2-TZVPD basis set) results for a molecular structure, C25H33Br54N2O4.

Positions of all 118 atoms, in Å:
1 Br -6.196 -9.087 -6.444
2 Br -1.638 3.115 -8.095
3 Br -2.233 3.358 -2.055
4 Br 10.219 6.625 4.852
5 H -1.051 0.450 -2.715
6 H 1.270 2.657 3.668
7 Br 7.653 0.800 1.216
8 C -0.537 3.060 -6.498
9 C 1.368 0.356 3.388
10 Br -5.227 2.052 -6.082
11 Br -5.905 -5.347 -2.743
12 C -0.205 0.216 3.767
13 H -0.947 2.496 0.867
14 C 10.307 2.688 9.301
15 H -1.361 0.165 1.755
16 Br -3.920 4.237 -10.627
17 Br 6.227 0.872 10.284
18 Br 0.928 3.796 -2.443
19 H -9.859 -0.164 2.106
20 H 0.467 2.780 -6.814
21 H -0.261 5.501 6.300
22 H 1.696 -0.377 2.573
23 H 11.478 5.267 3.192
24 C 3.194 1.903 0.809
25 Br -3.908 -7.501 -0.032
26 Br -1.500 -1.848 -3.553
27 Br -7.421 -6.254 -7.346
28 H -0.993 4.881 -3.606
29 N 0.629 1.454 0.881
30 Br -6.624 -8.622 -10.350
31 C -3.508 2.663 -11.681
32 C -0.831 4.605 -2.554
33 Br 4.574 3.112 2.904
34 Br -9.631 -2.295 0.844
35 Br -6.372 -0.050 -8.224
36 C 10.633 5.026 3.834
37 C -1.080 -0.503 2.639
38 O -2.362 -0.881 3.266
39 C -1.343 -9.357 -8.440
40 H -8.706 -9.121 -9.090
41 C -2.786 -7.517 1.550
42 H -1.787 -7.806 1.229
43 H 2.243 4.146 1.951
44 Br 2.026 -0.917 7.666
45 Br 5.553 3.826 11.346
46 C -6.139 -7.162 -6.207
47 Br 1.146 7.525 5.969
48 H -4.204 0.116 3.711
49 Br -1.140 1.698 -5.259
50 C -8.416 -9.324 -10.119
51 Br -4.995 2.145 -12.813
52 C 5.280 4.761 3.639
53 C -9.570 -0.369 1.077
54 O 3.836 0.824 1.099
55 H 7.576 2.956 10.193
56 O -0.260 2.245 0.200
57 H -0.568 -10.077 -8.695
58 Br -10.852 0.535 -0.063
59 Br -0.396 4.806 -5.657
60 Br 0.311 -0.847 -1.094
61 Br 9.079 3.609 8.114
62 H -2.683 2.927 -12.339
63 Br -4.052 -3.999 -0.492
64 H -0.263 -0.467 4.699
65 C -4.855 0.463 -7.128
66 H 1.622 3.998 0.418
67 H -4.042 0.711 -7.807
68 O 3.793 2.795 -0.051
69 Br -4.347 -6.460 -6.439
70 Br -6.584 -2.402 -1.649
71 C 3.387 0.466 7.690
72 H 9.980 2.893 10.320
73 Br 12.115 3.371 9.137
74 H 5.929 5.196 2.880
75 Br 8.339 -2.306 0.771
76 Br -1.646 -9.503 -6.530
77 Br 6.554 -0.727 -1.384
78 Br 0.303 5.218 3.895
79 C -0.200 6.214 5.481
80 Br 8.087 2.237 12.519
81 C -3.389 0.077 2.895
82 Br -2.839 -0.225 -1.132
83 Br -3.374 -8.844 2.837
84 H -3.906 -0.247 1.915
85 Br -2.922 -9.838 -9.458
86 C -1.241 -0.488 -2.195
87 H -6.430 -6.959 -5.178
88 Br -1.956 7.021 5.299
89 Br 3.062 1.778 9.080
90 H 1.930 0.029 4.341
91 Br -7.776 0.331 0.842
92 H 6.143 -1.163 1.028
93 Br -4.240 -1.002 -6.017
94 Br 11.187 3.565 4.983
95 Br -2.636 -5.755 2.351
96 N 1.500 3.681 1.395
97 H 0.934 0.639 0.332
98 Br 10.237 0.766 9.058
99 C -5.186 -3.690 -2.032
100 H -4.558 -3.256 -2.808
101 H -0.659 1.218 4.113
102 Br 3.879 6.058 3.993
103 Br -8.472 -11.248 -10.357
104 Br 3.602 1.300 5.955
105 Br -0.937 6.244 -1.520
106 Br 9.168 4.512 2.674
107 H -2.978 1.147 2.781
108 H 2.965 1.920 3.361
109 C 6.948 2.532 10.976
110 H 4.331 -0.020 7.927
111 H -0.529 -1.405 2.206
112 C 1.764 2.218 1.477
113 C 1.831 1.857 3.073
114 Br -9.697 -8.418 -11.260
115 Br 6.377 4.437 5.208
116 C 7.045 -0.887 0.484
117 Br -0.676 -7.604 -8.932
118 Br -2.901 1.191 -10.573

Computed properties:
Net charge: -1
Spin multiplicity: 1
Gap between HOMO and LUMO in eV: 5.77
E_LUMO in eV: 0.60

Entry 2:
DFT (ωB97M-V with the def2-TZVPD basis set) results for a molecular structure, C52H63Ge2NO5S4Tl.

Positions of all 128 atoms, in Å:
1 S 18.581 2.066 15.450
2 H 10.149 5.048 18.843
3 C 19.575 -1.543 19.896
4 H 22.037 -3.825 16.807
5 H 20.131 -4.708 17.603
6 O 14.050 1.697 16.800
7 H 19.106 -2.096 23.136
8 C 11.822 -0.828 16.472
9 C 15.166 2.178 20.040
10 H 13.086 6.790 18.927
11 C 21.419 2.144 12.263
12 C 14.983 -0.619 20.017
13 S 19.041 1.680 17.228
14 C 22.199 0.041 13.127
15 C 15.981 -1.328 11.349
16 H 13.345 -2.952 15.673
17 H 11.520 0.167 16.839
18 H 10.301 6.197 17.394
19 H 18.524 1.838 20.393
20 H 12.504 3.105 20.379
21 C 21.558 0.762 19.505
22 O 16.733 6.487 16.434
23 H 24.216 2.089 11.820
24 C 13.178 5.921 18.169
25 H 14.071 1.249 15.935
26 H 15.159 3.311 20.116
27 H 19.958 -4.402 19.340
28 C 17.489 -0.451 13.035
29 C 19.859 0.316 12.341
30 H 10.937 6.637 18.971
31 C 13.904 4.645 13.632
32 N 12.050 5.232 17.929
33 H 13.612 1.052 11.775
34 H 14.972 -1.687 11.105
35 C 15.003 -0.860 13.559
36 H 18.167 5.913 17.741
37 H 10.893 -1.407 16.236
38 C 22.587 -0.686 17.790
39 H 11.786 4.674 15.908
40 C 13.543 -1.990 15.135
41 C 12.689 2.380 19.599
42 H 12.986 3.736 16.810
43 C 20.839 -1.958 12.974
44 C 17.664 -1.233 21.893
45 H 15.777 -2.689 19.980
46 H 19.550 3.697 11.531
47 H 12.662 2.836 18.627
48 H 22.526 0.992 19.968
49 C 16.316 1.420 20.265
50 C 18.858 -1.833 22.126
51 H 24.758 -2.463 16.747
52 H 17.522 3.262 20.220
53 C 14.233 1.335 12.647
54 Tl 16.573 3.589 17.151
55 Ge 17.907 -0.083 14.941
56 C 17.423 -0.808 20.568
57 C 22.789 -1.854 17.104
58 H 11.302 3.429 17.091
59 C 19.982 -3.942 18.345
60 H 23.846 2.860 13.299
61 C 20.910 -2.809 18.225
62 H 14.337 -2.483 18.989
63 C 12.017 4.225 16.870
64 H 11.831 1.710 19.697
65 H 16.990 -1.019 22.702
66 H 19.232 5.311 18.719
67 H 19.906 -2.445 12.815
68 H 17.504 2.425 21.728
69 H 21.237 1.562 18.847
70 C 14.113 0.243 13.650
71 C 20.944 -0.490 12.809
72 C 13.070 0.214 14.566
73 C 21.563 -0.532 18.702
74 H 15.245 1.540 12.357
75 C 19.818 -2.000 21.163
76 C 20.086 1.672 12.078
77 H 19.033 -0.644 9.945
78 C 17.550 2.265 20.662
79 C 15.346 -3.303 14.003
80 C 21.937 -2.909 17.325
81 O 14.284 5.661 17.692
82 H 14.563 1.161 17.442
83 S 16.292 -0.244 16.485
84 H 12.432 1.085 14.669
85 C 22.442 1.356 12.752
86 H 21.180 -2.201 14.008
87 H 16.740 7.318 15.969
88 H 24.541 1.193 13.338
89 H 12.927 -0.234 19.613
90 H 18.093 2.835 11.974
91 H 15.887 6.416 16.917
92 H 24.363 -0.876 15.998
93 C 14.607 -2.006 14.186
94 C 23.999 -1.892 16.227
95 C 18.256 -0.745 10.743
96 C 16.239 0.031 20.293
97 O 14.616 5.470 13.311
98 O 18.338 5.165 18.336
99 H 18.927 -3.626 18.200
100 C 18.501 -0.314 12.043
101 C 12.851 -0.885 15.403
102 C 16.219 -0.872 12.631
103 H 20.776 -2.365 21.541
104 C 13.892 0.218 19.787
105 C 19.103 2.677 11.489
106 H 14.340 -2.535 20.837
107 H 23.243 0.106 17.621
108 H 12.268 -1.353 17.321
109 H 23.823 -2.427 15.297
110 Ge 18.217 -0.403 17.611
111 H 15.191 -3.665 12.967
112 C 23.852 1.874 12.816
113 C 20.711 -1.599 18.933
114 H 23.009 -0.596 13.528
115 H 16.868 -1.565 9.343
116 H 18.977 2.548 10.461
117 H 13.856 2.246 13.023
118 H 21.526 -2.444 12.281
119 C 10.781 5.816 18.299
120 C 18.325 -0.985 19.540
121 H 14.945 -4.110 14.640
122 C 14.810 -2.128 19.931
123 H 20.809 0.658 20.298
124 H 21.707 3.181 12.010
125 C 17.000 -1.221 10.387
126 S 19.225 -1.503 15.891
127 C 13.954 1.579 19.804
128 H 16.395 -3.141 14.161

Computed properties:
Energy above the lowest of the compared OMol25 structures with the same formula, charge and spin in eV: 1.131
Net charge: +1
Spin multiplicity: 1
Gap between HOMO and LUMO in eV: 8.26
E_LUMO in eV: -1.93